(1)
Molecular formula: C3H3N5O
Method: DFT, the ωB97M-V functional and the def2-TZVPD basis

Summary:
F_max (eV/Å): 7.8
Gap between HOMO and LUMO (eV): 9.5

```
! wB97M-V def2-TZVPD RIJCOSX def2/J DEFGRID3
* xyz 0 1
H 2.4751 0.0193 1.7299
N 2.0018 -0.6763 1.1805
C 1.2889 -0.3296 0.1669
N 0.6238 -1.1137 -0.8206
C -0.5683 -0.9728 -0.8775
C -1.2630 -0.1459 0.0121
O -2.4103 -0.3524 0.7102
N -0.8218 1.0878 0.1557
N 0.2589 1.5711 -0.4343
N 1.3302 0.9091 -0.4971
H -1.2113 -1.4230 -1.7350
H -2.4776 0.4666 1.4237
*
```


(2)
Molecular formula: C3H3NO
Method: DFT, the ωB97M-V functional and the def2-TZVPD basis

Summary:
F_max (eV/Å): 1.1
Gap between HOMO and LUMO (eV): 11.3

```
! wB97M-V def2-TZVPD RIJCOSX def2/J DEFGRID3
* xyz 0 1
N -2.0285 -0.2424 -1.4588
C -1.1057 0.1407 -0.8774
C 0.0681 0.5499 -0.1086
C 0.6375 -0.6160 0.7007
O 1.4372 -0.4497 1.5820
H 0.8475 0.9133 -0.7899
H -0.1785 1.3729 0.5696
H 0.2695 -1.6199 0.4108
*
```


(3)
Molecular formula: C3H3NO
Method: DFT, the ωB97M-V functional and the def2-TZVPD basis

Summary:
F_max (eV/Å): 2.3
Gap between HOMO and LUMO (eV): 9.3

```
! wB97M-V def2-TZVPD RIJCOSX def2/J DEFGRID3
* xyz 0 1
C -0.2837 -0.8327 -0.0969
C -1.3218 -0.0372 0.0606
O -2.1492 0.6627 0.4864
H 0.1255 -1.1777 -1.0294
H -0.0267 -1.3548 0.8170
C 1.1514 0.8112 -0.0602
N 2.1390 0.4754 0.4445
H 0.4109 1.4070 -0.5605
*
```


(4)
Molecular formula: C3H3NO
Method: DFT, the ωB97M-V functional and the def2-TZVPD basis

Summary:
F_max (eV/Å): 1.1
Gap between HOMO and LUMO (eV): 9.3

```
! wB97M-V def2-TZVPD RIJCOSX def2/J DEFGRID3
* xyz 0 1
O 1.8619 -0.3288 -0.3028
C 0.6555 -0.3440 -0.6841
C -0.1386 0.3448 0.2875
C -1.4979 -0.0223 0.5508
N -2.5869 -0.3476 0.7808
H 0.3787 -0.8440 -1.6150
H 0.0436 1.4224 0.2560
H 1.2838 0.1193 0.7269
*
```